The following is a DFT calculation (the ωB97M-V functional and the def2-TZVPD basis) of a 12-piece molecular cluster, C49H93N2O37P3 overall at a distorted geometry.

Properties
**HOMO**: -9.854 eV
**Strongest force on any atom**: 0.109 Eh/bohr
**Total charge**: 0
**SMILES**: O=[N+]([O-])c1ccccc1.O=[N+]([O-])c1ccccc1.COP(=O)(OC)OC.COP(=O)(OC)OC.COP(=O)(OC)OC.CCOC(=O)OC.CCOC(=O)OC.CCOC(=O)OC.CCOC(=O)OC.CCOC(=O)OC.CCOC(=O)OC.CCOC(=O)OC

Each line ends with the Löwdin charge.
Atoms and positions in Å:
C: -6.01 6.90 6.80  -0.11
H: 1.30 -6.63 -3.37  0.08
H: 7.08 2.57 -0.71  0.08
H: -5.67 -3.08 3.33  0.09
P: -5.05 4.40 7.22  0.45
C: 0.30 -0.36 -0.54  -0.25
O: -3.40 4.98 -6.30  0.01
H: -2.65 5.64 7.92  0.08
O: 7.75 0.54 3.42  0.00
C: 4.26 1.45 13.05  -0.07
P: 0.31 -8.87 -0.78  0.45
H: -4.38 -0.15 -14.01  0.12
N: 7.03 -6.28 1.09  -0.34
C: 7.55 0.51 -0.08  -0.18
H: 3.06 1.38 -5.67  0.09
H: -9.11 2.86 2.93  0.12
C: -0.65 5.14 -9.73  -0.04
O: 2.56 4.19 3.74  0.13
O: 4.56 1.07 11.77  0.03
H: -2.91 -0.95 7.28  0.07
C: -4.16 -0.70 -11.61  -0.61
O: -4.25 6.64 -7.68  0.10
P: 4.06 -0.42 -7.45  0.46
C: -10.52 2.39 -0.12  0.00
H: -5.76 6.79 5.74  0.09
O: -2.50 5.16 -8.11  0.01
H: 1.09 0.39 -0.60  0.12
H: 5.43 1.21 -9.94  0.08
C: 5.16 -2.29 -9.04  -0.09
O: 0.07 -10.45 -1.00  -0.20
C: 7.16 -6.68 -0.32  -0.13
C: 3.25 0.26 8.65  -0.19
H: -2.26 -3.24 6.80  0.12
C: 8.29 -7.97 -2.10  -0.07
H: 1.00 -6.26 -1.75  0.08
O: -4.03 4.56 5.97  -0.25
H: 2.08 -10.93 -0.65  0.09
C: -5.11 -0.93 -13.78  -0.21
O: 3.73 5.65 5.02  -0.03
C: 0.37 -1.23 0.74  -0.05
O: 9.56 0.47 2.07  0.07
C: -1.94 -0.49 -1.41  -0.54
H: 4.45 6.33 7.45  0.09
H: -3.81 4.83 -4.33  0.10
H: 8.28 1.78 -1.62  0.08
C: -1.41 -7.12 0.09  -0.16
H: 6.06 6.11 2.25  0.09
C: 2.80 5.70 6.10  -0.22
O: -5.46 5.93 7.65  -0.23
H: -3.26 2.60 5.60  0.09
N: -8.88 4.14 0.52  -0.32
O: -7.90 4.30 1.26  0.06
O: 2.66 0.36 -7.46  -0.22
C: 7.65 -7.22 -3.10  -0.07
H: 0.87 -12.00 0.02  0.09
H: 6.47 5.54 3.92  0.09
H: -1.79 -7.26 1.10  0.09
H: -5.44 -2.95 -14.54  0.08
C: -3.73 3.44 5.09  -0.07
H: 2.78 6.14 8.08  0.08
H: 7.74 0.01 5.44  0.09
C: 5.68 5.88 3.24  -0.04
H: 3.77 0.79 7.85  0.12
H: 1.90 6.11 5.65  0.14
C: -4.13 5.41 -5.19  -0.05
C: 3.65 1.07 10.84  -0.60
C: 7.92 1.89 -0.60  -0.07
O: 2.46 1.48 10.91  0.06
H: 1.40 1.35 -6.04  0.09
C: 3.39 6.47 7.24  -0.07
C: -5.02 -1.99 -14.82  -0.08
H: -0.77 4.10 -10.03  0.06
H: 5.46 -2.20 -10.08  0.09
H: 7.80 -7.59 -4.11  0.10
C: -2.91 4.95 8.72  -0.09
H: -1.99 4.38 8.87  0.09
H: -2.23 -6.61 -0.41  0.09
H: 6.61 0.23 -0.55  0.12
O: 7.65 -6.88 1.97  0.07
C: -2.05 5.74 -9.29  -0.22
H: 2.29 0.79 8.58  0.12
O: -4.05 -1.48 -10.56  0.02
H: 2.65 -1.73 9.16  0.07
C: 8.02 -7.73 -0.73  0.01
H: 3.83 1.49 -9.50  0.09
O: 4.11 0.47 9.79  0.06
H: 4.93 0.90 13.71  0.10
C: -3.67 -0.89 -9.38  -0.07
H: 0.42 -2.29 0.50  0.07
H: 1.21 -0.97 1.37  0.07
H: -4.69 -1.07 -1.00  0.10
C: -3.00 -3.05 7.58  -0.20
C: -9.81 2.53 2.18  -0.02
O: 4.44 -0.94 -6.13  -0.23
H: 2.69 4.68 6.46  0.13
C: -2.97 -1.63 8.13  -0.06
O: -3.52 0.34 -11.82  0.10
H: -4.07 6.47 -4.98  0.10
H: -2.85 5.62 -10.02  0.13
H: -4.45 -0.41 -8.79  0.10
O: 0.74 -8.34 -2.28  -0.24
C: 4.84 1.52 -9.08  -0.16
H: 8.98 -8.77 -2.30  0.10
H: -4.67 3.08 4.68  0.08
O: -1.18 -8.32 -0.54  -0.20
H: 4.06 -1.81 8.24  0.08
H: 6.01 -2.04 -8.40  0.08
H: 2.46 -1.28 7.45  0.08
C: -4.53 -3.02 5.60  -0.54
H: -3.07 3.76 4.29  0.09
O: -4.27 -3.29 6.94  -0.01
H: 3.27 7.56 7.16  0.08
C: -3.48 5.70 -7.38  -0.57
H: 2.37 2.41 -6.89  0.09
H: 1.17 -12.06 -1.67  0.09
H: 0.01 5.13 -8.87  0.07
C: 2.38 1.39 -6.52  -0.11
C: -11.35 1.28 0.16  -0.05
O: -6.20 3.45 7.03  -0.26
C: 0.61 -6.88 -2.56  -0.07
C: 1.10 -11.36 -0.83  -0.14
H: -6.12 -0.53 -13.81  0.13
H: -6.39 -1.87 4.35  0.10
H: -3.06 5.56 9.61  0.09
H: 6.36 -5.56 -3.44  0.10
H: -11.87 0.79 -0.65  0.10
H: -0.53 -1.06 1.33  0.08
C: 8.32 0.49 2.26  -0.58
H: -1.87 6.79 -9.07  0.12
H: -5.45 7.78 7.13  0.09
H: -5.15 5.07 -5.38  0.10
H: -3.98 -2.20 -15.07  0.08
H: -2.11 -1.51 8.79  0.07
H: 9.20 -0.53 4.57  0.09
H: -5.53 -1.72 -15.75  0.08
O: 5.06 0.77 -7.94  -0.21
O: -3.76 -2.58 4.78  0.13
O: -4.81 -1.43 -12.46  0.06
C: 3.55 4.86 3.93  -0.52
O: -5.81 -3.36 5.38  -0.01
O: -9.11 4.76 -0.54  0.06
H: 5.90 -5.10 -1.07  0.11
O: 7.30 0.53 1.36  0.02
C: -9.79 3.04 0.91  -0.14
H: -2.98 -3.78 8.40  0.12
H: 5.03 2.59 -9.05  0.09
O: -1.67 -1.42 -2.13  0.13
H: 5.03 -3.31 -8.67  0.09
H: 3.27 1.38 13.49  0.10
H: 8.33 -0.20 -0.35  0.12
C: 3.13 -1.25 8.32  -0.05
H: -3.79 -1.26 8.75  0.08
O: -4.03 4.08 8.39  -0.22
C: -6.36 -2.95 4.16  -0.06
H: -5.13 0.38 -1.88  0.09
C: -4.32 -0.33 -1.72  -0.06
C: 8.46 0.27 4.68  0.00
H: -10.38 2.71 -1.14  0.11
O: 1.29 -8.49 0.24  -0.23
C: 6.79 -6.20 -2.69  -0.06
H: -10.63 1.08 3.55  0.11
C: -11.46 0.92 1.53  -0.07
C: -10.67 1.48 2.55  -0.05
O: -0.98 0.13 -0.68  0.02
O: 6.31 -5.33 1.35  0.07
H: -4.14 -0.74 -2.72  0.09
H: 5.20 6.81 3.53  0.09
C: 6.53 -5.95 -1.32  0.00
O: -3.11 0.13 -1.20  0.00
H: -7.36 -3.34 3.95  0.10
O: 4.63 4.90 3.04  -0.03
H: -0.34 5.68 -10.63  0.07
H: -7.08 7.05 6.95  0.09
H: 0.65 -1.08 -1.29  0.11
H: -3.39 -1.71 -8.72  0.10
H: -2.82 -0.22 -9.49  0.10
H: 4.43 2.52 13.08  0.10
H: -12.26 0.23 1.75  0.10
H: 9.00 1.16 5.00  0.09
O: 3.98 -1.52 -8.69  -0.23
H: 8.75 2.31 -0.02  0.08
H: 8.64 -8.30 -0.05  0.11
H: -0.55 -6.47 0.22  0.08
H: -0.38 -6.68 -2.97  0.09

***

The following is a DFT calculation (the ωB97M-V functional and the def2-TZVPD basis) of a 11-piece molecular cluster, C49H93NO16S11 overall at a distorted geometry.

Properties
**HOMO**: -8.317 eV
**Strongest force on any atom**: 0.038 Eh/bohr
**Total charge**: 0

Each line ends with the Löwdin charge.
Atoms and positions in Å:
C: -4.93 -0.55 -2.08  -0.73
C: -3.72 0.64 -3.41  -0.21
C: 2.43 0.34 -4.51  -0.14
C: -9.78 9.80 6.40  -0.27
H: -5.78 5.21 6.55  0.05
H: -3.43 -4.07 4.21  0.05
C: -9.07 3.72 6.13  -0.26
H: 6.80 -3.31 3.07  0.05
H: -5.41 -1.55 -6.34  0.13
H: -7.12 5.02 7.71  0.06
O: -7.10 3.78 4.38  -0.57
S: 7.23 -3.32 0.72  0.81
H: 2.55 -4.22 -6.82  0.11
O: -9.05 7.27 6.31  -0.57
H: 5.27 -2.59 -0.38  0.06
H: -8.50 2.27 2.65  0.04
H: -3.60 -2.95 1.31  0.03
H: -4.48 -4.41 1.87  0.06
H: -8.62 3.43 1.30  0.06
C: -6.98 2.28 -0.69  -0.28
C: 7.65 0.70 -4.43  -0.23
H: 4.15 -0.93 -4.40  0.12
O: 7.87 -0.42 -3.60  -0.20
C: 1.55 -1.24 3.95  -0.27
H: -3.53 -4.46 0.36  0.04
C: 0.45 -3.26 -5.98  -0.14
H: -2.29 4.80 -5.57  0.07
H: -3.63 2.44 -2.25  0.12
H: 3.18 -6.98 -3.61  0.07
C: 8.98 -5.81 -1.83  -0.26
H: 3.73 1.20 -3.11  0.11
S: -4.80 -1.94 -1.39  0.84
C: -1.19 1.25 -4.24  -0.10
H: 6.58 2.47 -3.72  0.11
H: -1.31 3.00 -3.02  0.13
O: 0.54 2.67 -4.98  0.10
H: 9.13 -6.73 -1.26  0.06
O: -0.96 -3.89 1.65  -0.55
C: 6.35 1.46 -4.06  -0.18
S: -7.31 3.56 5.84  0.82
C: 2.05 -5.01 -6.25  -0.24
O: 4.81 -2.72 8.15  -0.56
H: -3.32 -1.77 -5.76  0.10
H: -3.78 5.21 -8.27  0.05
C: 2.47 -6.29 -4.08  -0.10
C: 0.45 -0.81 -5.32  -0.03
C: -3.10 1.79 -2.95  0.00
H: -9.15 -0.58 -3.67  0.09
S: -7.75 1.32 0.61  0.79
H: 9.80 -5.64 -2.52  0.06
O: -8.12 -1.87 -5.61  0.13
H: -3.83 -2.25 -4.17  0.12
C: -8.00 2.67 1.77  -0.29
C: 3.11 -0.87 -4.68  0.00
C: 1.14 -2.01 -5.49  -0.09
C: 5.42 1.55 -5.26  -0.23
S: -2.12 -4.57 2.27  0.80
H: 8.52 1.36 -4.37  0.12
H: -10.80 9.47 6.59  0.06
C: 3.52 3.70 10.97  -0.27
C: 1.08 0.34 -4.83  -0.02
H: 2.15 0.41 10.13  0.04
S: -8.87 8.53 5.53  0.82
C: -2.51 -3.68 3.78  -0.28
H: 4.36 -1.04 10.37  0.02
H: -9.27 9.98 7.35  0.05
H: -9.57 2.88 5.65  0.05
H: 5.93 2.12 -6.04  0.12
H: 2.55 4.09 11.27  0.05
S: 5.81 -2.55 9.24  0.83
O: 6.39 -6.32 -1.79  -0.56
H: -7.39 5.90 6.18  0.01
C: 6.70 -1.02 8.90  -0.26
H: 8.89 -4.96 -1.15  0.02
C: 4.93 -1.92 10.66  -0.27
H: 8.11 -8.21 -2.99  0.06
H: 3.70 3.88 9.91  0.06
C: -1.95 4.14 -6.36  -0.25
C: -9.97 8.43 4.12  -0.27
C: 5.66 -2.48 0.63  -0.27
H: 4.20 3.26 -4.75  0.11
H: 3.07 -2.91 -5.22  0.10
H: 3.69 -0.74 5.73  0.06
H: 4.50 -2.32 5.84  0.03
H: -6.04 2.69 -0.32  0.05
H: 4.97 -2.93 1.34  0.03
H: 1.61 -5.69 -7.00  0.12
H: 0.86 -1.60 4.71  0.05
C: 2.49 -2.00 -5.15  0.02
H: 2.46 2.28 -3.60  0.10
H: 7.53 0.30 -5.43  0.12
C: 8.32 -0.11 -2.29  -0.10
C: -1.00 -0.71 -5.68  -0.26
N: -5.07 0.35 -2.91  0.12
S: 3.05 -2.24 3.98  0.82
H: 3.86 -5.06 -5.11  0.10
H: 5.90 0.91 -3.23  0.11
O: 4.01 -1.57 3.06  -0.57
C: 2.26 1.50 10.13  -0.27
H: -9.59 7.64 3.47  0.05
S: -3.35 3.22 -7.01  0.82
H: -5.27 4.30 -7.90  0.05
C: -4.32 4.66 -7.50  -0.27
H: -4.50 5.28 -6.62  0.06
C: 3.16 1.54 -3.97  -0.14
C: 3.56 -1.82 5.65  -0.29
O: 8.19 -2.55 -0.13  -0.56
C: 0.20 1.54 -4.70  -0.27
S: 7.44 -5.92 -2.75  0.79
C: -6.85 5.08 6.66  -0.27
H: -9.42 4.66 5.71  0.04
H: -2.61 -2.61 3.55  0.06
H: -1.69 -3.84 4.47  0.04
H: 8.54 -3.26 2.70  0.05
C: -7.51 -1.51 -4.65  -0.52
H: 8.34 0.97 -2.12  0.09
H: -7.77 -0.99 -2.59  0.08
H: 2.82 -2.17 6.36  0.05
O: -6.20 -1.88 -4.46  -0.07
H: 1.11 -1.34 2.97  0.05
H: 8.74 -7.18 -4.32  0.05
H: -9.26 3.69 7.20  0.06
O: -4.06 2.61 -5.86  -0.54
H: -7.65 0.37 -3.70  0.08
H: 5.80 -1.43 0.87  0.06
C: 7.56 -2.87 2.43  -0.26
H: -1.23 3.42 -5.96  0.01
O: -1.44 -1.20 -6.69  0.13
O: 1.02 -4.44 -5.45  -0.14
C: -5.29 -1.18 -5.32  -0.15
H: 4.26 -2.70 11.03  0.05
H: 7.29 -1.18 8.00  0.05
C: -3.84 -1.42 -4.88  -0.08
H: 2.31 -5.48 -3.37  0.07
C: 3.06 -5.75 -5.38  -0.22
H: -7.04 3.09 2.07  0.04
O: -9.10 0.92 0.12  -0.56
C: -3.13 -0.22 -4.33  -0.08
H: 7.66 -0.57 -1.56  0.06
H: -1.49 4.70 -7.17  0.06
H: 1.32 1.96 10.45  0.05
H: 5.98 -0.22 8.74  0.05
H: 0.43 -3.31 -7.07  0.14
C: -1.83 2.11 -3.36  0.00
H: 7.35 -0.79 9.74  0.06
H: -5.51 -0.10 -5.32  0.13
H: 7.03 -7.66 -4.30  0.04
H: -9.96 9.38 3.59  0.06
H: -6.77 1.60 -1.51  0.01
H: 3.53 2.20 -5.97  0.12
C: 7.88 -7.40 -3.68  -0.28
H: 1.82 -0.20 4.14  0.06
H: 5.26 0.55 -5.67  0.10
C: 4.07 2.21 -5.02  -0.18
H: -9.77 10.72 5.81  0.05
H: 4.30 4.16 11.57  0.05
H: 7.55 -1.78 2.53  0.06
H: -10.97 8.18 4.46  0.06
H: 1.53 -6.82 -4.24  0.07
H: 9.33 -0.51 -2.14  0.09
O: 4.84 1.42 10.71  -0.56
H: 3.53 -6.55 -5.95  0.10
C: -8.07 -0.63 -3.58  0.02
H: 5.64 -1.65 11.44  0.06
H: -7.65 3.07 -1.00  0.06
C: -1.82 0.11 -4.72  -0.01
H: -0.59 -3.25 -5.64  0.13
H: 2.53 1.84 9.13  0.06
C: -3.58 -4.04 1.37  -0.30
S: 3.56 1.93 11.28  0.81